No. 1
{
  "formula": "C24H30N7O2Sc",
  "method": "wB97M-V/def2-TZVPD",
  "homo_energy_ev": -7.228,
  "orbital_gap_ev": 7.15,
  "energy_ev": -60604.464,
  "de_lowest_ev": 0.000,
  "max_force_ev_per_a": 0.73,
  "species": ["Sc", "O", "C", "C", "C", "C", "C", "C", "C", "N", "N", "C", "O", "C", "C", "C", "C", "C", "C", "H", "H", "H", "H", "H", "H", "H", "H", "H", "H", "C", "N", "C", "C", "N", "N", "C", "N", "N", "H", "H", "H", "H", "H", "H", "H", "H", "H", "H", "H", "C", "C", "C", "C", "C", "C", "H", "H", "H", "H", "H", "H", "H", "H", "H"],
  "xyz": [[0.1176, 0.3200, 0.6097], [-1.2761, 0.7624, 1.9642], [-2.1696, 0.1285, 2.6825], [-3.2252, 0.8284, 3.2895], [-4.1612, 0.1681, 4.0582], [-4.0945, -1.2123, 4.2580], [-3.0671, -1.9125, 3.6618], [-2.1008, -1.2699, 2.8775], [-1.0784, -2.0994, 2.2662], [-0.1296, -1.6751, 1.5171], [0.6897, -2.6728, 0.9673], [1.5880, -2.1068, 0.2126], [1.7307, -0.8268, 0.0659], [2.4931, -3.0065, -0.5579], [3.2519, -2.4833, -1.5967], [4.0874, -3.3114, -2.3344], [4.1757, -4.6612, -2.0299], [3.4198, -5.1864, -0.9873], [2.5790, -4.3642, -0.2560], [-3.2838, 1.8973, 3.1310], [-4.9673, 0.7332, 4.5118], [-4.8322, -1.7276, 4.8572], [-2.9953, -2.9875, 3.7868], [-1.1303, -3.1746, 2.4395], [3.1734, -1.4274, -1.8171], [4.6707, -2.9034, -3.1504], [4.8307, -5.3080, -2.6002], [3.4840, -6.2400, -0.7468], [1.9763, -4.7589, 0.5499], [2.6861, 5.4406, 0.1555], [1.4220, 4.7104, 0.0789], [0.7078, 4.9293, -1.1691], [1.3572, 3.4331, 0.6050], [0.8241, 2.4247, 0.0305], [1.8975, 3.3496, 1.8780], [2.0297, 2.2180, 2.6787], [2.6402, 2.5223, 3.8752], [1.5890, 1.0791, 2.3317], [2.5039, 6.4702, -0.1447], [3.4465, 5.0097, -0.5043], [3.0871, 5.4682, 1.1650], [0.6475, 6.0008, -1.3457], [-0.3070, 4.5423, -1.0981], [1.2078, 4.4648, -2.0277], [0.5351, 2.6209, -0.9209], [1.9661, 4.2282, 2.3613], [3.3195, 3.2640, 3.8771], [2.8569, 1.7416, 4.4708], [1.7976, 0.3600, 3.0164], [-2.8096, 0.2144, -4.3421], [-2.5505, -0.8277, -3.2463], [-3.8898, -1.2944, -2.6612], [-1.8063, -2.0272, -3.8505], [-1.7255, -0.2460, -2.1743], [-1.0301, 0.1778, -1.2664], [-3.4162, -0.2301, -5.1352], [-1.8705, 0.5619, -4.7751], [-3.3402, 1.0786, -3.9403], [-4.5112, -1.7262, -3.4504], [-4.4269, -0.4593, -2.2101], [-3.7297, -2.0487, -1.8901], [-2.4012, -2.4716, -4.6532], [-1.6189, -2.7857, -3.0899], [-0.8442, -1.7151, -4.2585]],
  "atomic_forces_ev_per_a": [[0.3, 0.6, 0.3], [-0.3, 0.0, 0.1], [0.2, 0.1, -0.1], [-0.1, -0.1, 0.1], [-0.1, 0.0, 0.0], [0.1, 0.0, -0.1], [0.0, 0.1, 0.0], [0.1, -0.3, 0.0], [0.0, 0.0, 0.1], [-0.1, -0.4, -0.1], [-0.1, 0.2, 0.2], [0.1, -0.1, -0.1], [0.0, -0.2, -0.1], [0.0, 0.0, 0.2], [0.1, 0.0, 0.0], [0.0, 0.0, 0.0], [0.0, 0.0, 0.0], [0.0, 0.0, 0.0], [0.0, 0.0, 0.0], [0.0, 0.0, 0.0], [0.0, 0.0, 0.0], [0.0, 0.0, 0.0], [0.0, 0.0, 0.0], [0.0, 0.0, 0.0], [0.0, 0.0, 0.0], [0.0, 0.0, 0.0], [0.0, 0.0, 0.0], [0.0, 0.0, 0.0], [0.0, 0.0, 0.0], [0.0, 0.0, 0.0], [0.0, 0.0, 0.0], [0.0, 0.0, 0.0], [0.0, 0.0, 0.0], [-0.1, 0.0, -0.1], [0.0, 0.0, 0.0], [0.0, 0.1, -0.1], [-0.1, 0.0, 0.0], [-0.1, 0.0, -0.1], [0.0, 0.0, 0.0], [0.0, 0.0, 0.0], [0.0, 0.0, 0.0], [0.0, 0.0, 0.0], [0.0, 0.0, 0.0], [0.0, 0.0, 0.0], [0.0, 0.0, 0.0], [0.0, 0.0, 0.0], [0.1, -0.1, 0.0], [0.0, 0.0, 0.0], [0.0, 0.0, -0.1], [0.0, 0.0, 0.0], [0.0, 0.0, 0.0], [0.0, 0.0, 0.0], [0.0, 0.0, 0.0], [0.0, 0.0, 0.0], [0.0, 0.1, -0.1], [0.0, 0.0, 0.0], [0.0, 0.0, 0.0], [0.0, 0.0, 0.0], [0.0, 0.0, 0.0], [0.0, 0.0, 0.0], [0.0, 0.0, 0.0], [0.0, 0.0, 0.0], [0.0, 0.0, 0.0], [0.0, 0.0, 0.0]],
  "lowdin_charge": [0.89, -0.18, -0.34, -0.02, -0.09, -0.11, -0.06, -0.14, -0.05, -0.06, 0.08, -0.46, -0.16, -0.15, -0.02, -0.09, -0.10, -0.09, -0.03, 0.11, 0.10, 0.09, 0.11, 0.13, 0.11, 0.10, 0.10, 0.10, 0.10, -0.05, -0.16, -0.06, -0.40, 0.13, 0.15, -0.47, 0.15, 0.12, 0.09, 0.10, 0.07, 0.09, 0.10, 0.10, 0.06, 0.14, 0.10, 0.11, 0.09, -0.07, -0.65, -0.06, -0.06, -0.17, -0.08, 0.08, 0.08, 0.08, 0.08, 0.08, 0.08, 0.08, 0.08, 0.08]
}

No. 2
{
  "formula": "C24H31BN8PPtS",
  "method": "wB97M-V/def2-TZVPD",
  "homo_energy_ev": -10.926,
  "orbital_gap_ev": 7.74,
  "energy_ev": -61353.756,
  "de_lowest_ev": 1.116,
  "total_charge": 1,
  "max_force_ev_per_a": 0.45,
  "species": ["Pt", "B", "N", "C", "C", "C", "N", "N", "C", "C", "C", "N", "H", "H", "H", "H", "H", "H", "H", "H", "C", "N", "C", "N", "C", "N", "C", "P", "C", "C", "H", "H", "H", "H", "H", "H", "H", "H", "H", "H", "H", "H", "N", "S", "C", "C", "C", "C", "C", "C", "C", "C", "C", "C", "C", "C", "H", "H", "H", "H", "H", "H", "H", "H", "H", "H", "H"],
  "xyz": [[0.0215, -0.3232, 0.7188], [-2.4319, -2.6495, 1.0377], [-1.7514, -2.0614, 2.3269], [-2.0841, -2.3428, 3.5912], [-1.5252, -1.3990, 4.4375], [-0.8482, -0.5337, 3.5882], [-0.9970, -0.9443, 2.3255], [-1.3868, -3.2453, 0.0671], [-1.5400, -4.3087, -0.7395], [-0.5021, -4.3256, -1.6501], [0.2570, -3.2002, -1.3196], [-0.2858, -2.5578, -0.2886], [-3.1689, -3.5216, 1.4080], [-3.0322, -1.7390, 0.5054], [-2.7149, -3.1900, 3.7993], [-1.6081, -1.3445, 5.5079], [-0.2518, 0.3379, 3.8044], [-2.3730, -4.9784, -0.6058], [-0.3190, -5.0483, -2.4252], [1.1686, -2.8383, -1.7724], [-3.4311, 3.5228, 0.3252], [-3.9947, 2.2041, 0.6054], [-4.4775, 1.6165, -0.6478], [-3.4569, 1.5525, -1.6943], [-2.9030, 2.8878, -1.9044], [-2.3735, 3.5077, -0.6872], [-1.1813, 2.8162, -0.1967], [-1.5840, 1.0707, 0.2094], [-3.0440, 1.3316, 1.2906], [-2.4136, 0.5860, -1.3548], [-3.0406, 3.9529, 1.2494], [-4.2357, 4.1627, -0.0392], [-5.2985, 2.2355, -1.0116], [-4.8556, 0.6127, -0.4516], [-3.6978, 3.5304, -2.2857], [-2.1118, 2.8358, -2.6543], [-0.8038, 3.3291, 0.6906], [-0.3906, 2.8413, -0.9510], [-2.7339, 1.7794, 2.2374], [-3.5056, 0.3655, 1.5074], [-2.8363, -0.4103, -1.2324], [-1.6723, 0.5351, -2.1571], [1.3281, 0.2528, -0.7496], [2.8301, 0.5615, -0.2489], [2.9902, 2.2433, 0.3005], [2.0323, 2.8484, 1.1078], [2.2038, 4.1732, 1.4655], [3.3230, 4.8759, 1.0264], [4.2737, 4.2609, 0.2281], [4.1080, 2.9334, -0.1449], [2.7249, -0.3288, 1.3047], [2.2348, -1.6348, 1.2164], [2.0666, -2.3695, 2.3898], [2.4251, -1.8222, 3.6082], [2.9767, -0.5449, 3.6671], [3.1291, 0.2140, 2.5194], [1.2248, 0.2716, -1.7531], [1.1785, 2.2771, 1.4518], [1.4709, 4.6635, 2.0928], [3.4501, 5.9116, 1.3120], [5.1399, 4.8117, -0.1113], [4.8356, 2.4419, -0.7793], [2.0575, -2.1060, 0.2621], [1.6586, -3.3696, 2.3261], [2.2934, -2.3941, 4.5166], [3.2813, -0.1311, 4.6191], [3.5365, 1.2139, 2.5731]],
  "atomic_forces_ev_per_a": [[-0.3, -0.4, 0.0], [0.0, -0.1, 0.1], [-0.1, 0.0, 0.0], [0.0, -0.1, 0.0], [0.0, 0.0, 0.0], [0.1, 0.0, 0.0], [-0.1, -0.1, 0.0], [0.1, 0.1, -0.1], [0.0, 0.0, 0.1], [0.0, 0.0, 0.0], [0.0, -0.1, 0.0], [0.0, 0.1, 0.1], [0.0, 0.0, 0.0], [0.0, 0.0, 0.0], [0.0, 0.0, 0.0], [0.0, 0.0, 0.0], [0.0, 0.0, 0.0], [0.0, 0.0, 0.0], [0.0, 0.0, 0.0], [0.0, 0.0, 0.0], [0.0, 0.0, 0.0], [0.0, 0.0, 0.0], [0.0, 0.0, 0.0], [0.0, 0.0, 0.0], [0.0, 0.0, 0.0], [0.0, 0.0, 0.0], [-0.1, 0.1, -0.1], [0.2, 0.3, -0.1], [0.0, -0.1, 0.0], [0.0, 0.1, -0.1], [0.0, 0.0, 0.0], [0.0, 0.0, 0.0], [0.0, 0.0, 0.0], [0.0, 0.0, 0.0], [0.0, 0.0, 0.0], [0.0, 0.0, 0.0], [0.0, 0.0, 0.0], [0.0, 0.0, 0.0], [0.0, 0.0, 0.0], [0.0, 0.0, 0.0], [0.0, 0.0, 0.0], [0.0, 0.0, 0.0], [0.1, 0.3, 0.0], [-0.1, -0.1, -0.1], [-0.1, 0.0, 0.1], [0.0, 0.1, 0.0], [0.0, 0.0, 0.0], [0.0, 0.0, 0.0], [0.0, 0.0, 0.0], [0.0, 0.0, 0.0], [0.1, 0.0, 0.0], [0.2, -0.1, 0.2], [0.0, 0.0, -0.1], [0.0, 0.0, 0.0], [0.0, 0.0, 0.0], [0.0, 0.0, -0.1], [0.1, -0.1, 0.0], [0.0, 0.0, 0.0], [0.0, 0.0, 0.0], [0.0, 0.0, 0.0], [0.0, 0.0, 0.0], [0.0, 0.0, 0.0], [0.0, 0.0, 0.0], [0.0, 0.0, 0.0], [0.0, 0.0, 0.0], [0.0, 0.0, 0.0], [0.0, 0.0, 0.0]],
  "lowdin_charge": [0.94, -0.41, -0.05, -0.06, -0.04, -0.15, -0.20, -0.09, -0.08, -0.05, -0.17, -0.04, 0.08, 0.06, 0.13, 0.10, 0.11, 0.12, 0.10, 0.10, -0.18, -0.14, -0.17, -0.14, -0.18, -0.14, -0.30, 0.85, -0.28, -0.28, 0.13, 0.13, 0.13, 0.14, 0.13, 0.13, 0.08, 0.10, 0.10, 0.09, 0.08, 0.10, -0.48, 1.11, -0.42, -0.11, -0.05, -0.05, -0.05, -0.08, -0.41, -0.17, -0.05, -0.05, -0.05, -0.06, 0.03, 0.07, 0.11, 0.12, 0.12, 0.11, 0.08, 0.13, 0.12, 0.12, 0.12]
}

No. 3
{
  "formula": "C24H31BrCl2CoN7O2S",
  "method": "wB97M-V/def2-TZVPD",
  "homo_energy_ev": [-2.915, -2.734],
  "orbital_gap_ev": [5.42, 5.23],
  "spin_multiplicity": 4,
  "s_squared": 3.7756,
  "energy_ev": -183465.908,
  "de_lowest_ev": 1.459,
  "total_charge": -1,
  "max_force_ev_per_a": 3.54,
  "species": ["Co", "C", "C", "N", "C", "C", "S", "C", "C", "N", "H", "H", "H", "H", "H", "H", "H", "H", "H", "H", "H", "H", "H", "H", "Cl", "C", "C", "C", "C", "C", "Cl", "C", "N", "H", "H", "H", "Br", "C", "C", "C", "C", "C", "C", "C", "O", "O", "H", "H", "H", "H", "C", "C", "C", "C", "N", "C", "N", "N", "N", "H", "H", "H", "H", "H", "H", "H", "H", "H", "H"],
  "xyz": [[0.1532, -0.4381, -0.3378], [1.1918, -0.2422, 3.6508], [2.1242, 0.2344, 2.5182], [2.0545, -0.6168, 1.3406], [2.8434, -1.8360, 1.4050], [2.3137, -2.9382, 2.3157], [0.5767, -3.4332, 2.0210], [-0.1755, -3.1269, 3.6607], [-0.7971, -1.7244, 3.7580], [0.0026, -0.7721, 3.0584], [1.6682, -1.0178, 4.2577], [1.0046, 0.6142, 4.3362], [1.7915, 1.2268, 2.2128], [3.1590, 0.3082, 2.9013], [2.4114, -0.0802, 0.5521], [2.8750, -2.2301, 0.3912], [3.8817, -1.6243, 1.7344], [2.9117, -3.8327, 2.1310], [2.3988, -2.6708, 3.3652], [-0.9431, -3.8902, 3.7865], [0.5978, -3.2815, 4.4130], [-1.7768, -1.7489, 3.2763], [-0.9437, -1.4789, 4.8321], [-0.5115, -0.0699, 2.5509], [-1.9009, 1.0159, -3.2344], [-0.5051, 2.0510, -3.2310], [-0.5230, 3.2050, -3.9700], [0.5737, 4.0609, -3.9628], [1.6901, 3.7259, -3.2017], [1.6956, 2.5740, -2.4608], [3.0689, 2.2056, -1.4816], [0.5982, 1.6454, -2.4013], [0.6033, 0.5748, -1.6839], [-1.3987, 3.4415, -4.5575], [0.5539, 4.9701, -4.5423], [2.5567, 4.3718, -3.1823], [2.5865, -4.9472, -0.7175], [1.2311, -5.0481, -2.0317], [1.2863, -6.0947, -2.9352], [0.2946, -6.2142, -3.8924], [-0.7690, -5.3256, -3.9136], [-0.8078, -4.2857, -3.0051], [0.2065, -4.1159, -2.0695], [0.2311, -2.8408, -1.2705], [-0.8545, -2.3299, -0.9269], [1.3463, -2.3200, -1.0756], [2.1060, -6.7977, -2.8922], [0.3528, -7.0113, -4.6179], [-1.5573, -5.4336, -4.6459], [-1.6084, -3.5634, -3.0061], [-3.3347, 3.9738, 1.5878], [-2.4751, 4.6955, 0.5504], [-1.2007, 5.2459, 1.1862], [-2.1316, 3.7538, -0.6217], [-1.6909, 2.4745, -0.1664], [-2.3599, 1.3001, -0.1549], [-1.6382, 0.3938, 0.4590], [-0.4876, 1.0334, 0.8269], [-0.5290, 2.2871, 0.4918], [-3.6905, 4.6738, 2.3401], [-2.7559, 3.2034, 2.0921], [-4.2002, 3.5093, 1.1194], [-3.0524, 5.5290, 0.1336], [-0.5561, 4.4247, 1.4919], [-1.4413, 5.8560, 2.0554], [-0.6542, 5.8597, 0.4728], [-1.3400, 4.1951, -1.2329], [-3.0088, 3.5928, -1.2535], [-3.3218, 1.1540, -0.5992]],
  "atomic_forces_ev_per_a": [[0.9, -3.4, 0.1], [0.1, 0.1, 0.0], [0.0, -0.1, 0.2], [0.3, 0.3, -0.3], [0.1, -0.1, -0.1], [-0.4, 0.0, -0.2], [0.0, -0.3, 0.3], [0.2, 0.0, -0.5], [0.1, -0.1, 0.2], [-0.5, 0.5, 0.3], [0.0, 0.0, -0.1], [0.1, -0.2, -0.1], [0.1, 0.1, 0.0], [-0.2, 0.1, 0.0], [0.0, 0.0, 0.0], [0.1, 0.0, 0.1], [-0.1, 0.0, 0.0], [0.1, 0.1, 0.1], [0.1, -0.1, 0.1], [0.0, 0.0, 0.1], [0.0, -0.1, 0.1], [0.0, 0.0, 0.1], [-0.1, -0.1, -0.2], [0.0, -0.2, 0.1], [-0.4, -0.2, -0.2], [0.1, 0.3, -0.1], [0.0, 0.0, 0.0], [-0.1, 0.4, -0.3], [0.0, -0.1, 0.1], [-0.1, 0.4, -0.3], [0.5, -0.1, 0.3], [0.0, -0.7, 0.5], [0.3, 1.1, -1.4], [-0.1, 0.0, -0.1], [0.0, 0.1, -0.1], [0.1, 0.1, 0.0], [0.3, -0.3, 0.0], [0.0, 0.0, 0.0], [0.0, 0.0, 0.0], [-0.1, -0.1, 0.0], [0.0, 0.0, -0.1], [0.0, 0.0, 0.1], [0.0, 0.1, -0.1], [0.4, 0.0, -0.2], [-0.5, 0.5, 0.2], [-0.1, 0.3, 0.1], [0.0, 0.0, 0.0], [0.0, -0.1, -0.1], [0.0, 0.0, -0.1], [-0.1, 0.1, 0.0], [0.0, 0.2, -0.2], [0.1, -0.2, 0.1], [-0.2, 0.0, -0.1], [-0.1, 1.1, -0.2], [0.3, -2.0, 0.9], [0.5, 0.7, -0.1], [-0.5, 0.3, 0.4], [-1.1, 2.2, 0.6], [-0.2, -0.2, -0.4], [0.0, 0.1, 0.1], [0.0, -0.1, 0.1], [-0.1, -0.1, 0.0], [0.0, -0.1, -0.1], [0.1, 0.1, 0.1], [0.0, 0.1, 0.1], [0.1, 0.0, 0.0], [-0.1, -0.2, -0.1], [0.2, -0.1, 0.0], [-0.1, 0.0, -0.1]],
  "lowdin_charge": [0.60, -0.22, -0.21, -0.10, -0.29, -0.46, 0.88, -0.46, -0.29, -0.12, 0.10, 0.11, 0.10, 0.11, 0.08, 0.06, 0.12, 0.04, 0.05, 0.06, 0.06, 0.11, 0.11, 0.06, 0.65, -0.64, -0.19, -0.17, -0.17, -0.65, 0.63, -0.54, -0.07, 0.09, 0.07, 0.09, 0.84, -0.58, -0.14, -0.10, -0.09, -0.01, -0.15, -0.70, -0.05, -0.10, 0.09, 0.09, 0.10, 0.12, -0.08, -0.40, -0.08, -0.12, -0.08, -0.16, 0.04, -0.11, 0.13, 0.07, 0.08, 0.08, 0.13, 0.06, 0.07, 0.08, 0.13, 0.13, 0.12]
}